No. 1
Formula: C48H86ClF6IN2O18S7
Source: the Open Molecules 2025 dataset
Level of theory: ωB97M-V with the def2-TZVPD basis set

Calculated values
Electronic energy = -203774.662 eV
Lowest unoccupied orbital energy = 0.3 eV
E_HOMO = -0.3180 hartree
Multiplicity = 1
SMILES = [H]/N=C(\C)C[C@](O[C@@](Cl)(CCCC)CCCI)(C(=O)C(F)(F)C(F)(F)C(F)(F)C(=O)O)[C@H](S)N(COO)[C@@H](C)CCC.O=S1(=O)CCCC1.O=S1(=O)CCCC1.O=S1(=O)CCCC1.O=S1(=O)CCCC1.O=S1(=O)CCCC1.O=S1(=O)CCCC1
Frontier orbital gap = 8.98 eV

Element x y z (Å)
H -0.41801 -0.55308 5.27494
N -0.60486 -1.21697 4.52330
C 0.27046 -1.09456 3.61053
C 1.40173 -0.09063 3.76958
C 0.08242 -2.05623 2.44297
C 0.85799 -1.82446 1.13889
O 0.81548 -0.51278 0.60721
C -0.35742 0.19619 0.37276
Cl -0.61561 1.39275 1.75951
C -0.06901 1.08285 -0.88001
C -0.73970 2.45241 -0.96008
C -0.70208 2.93447 -2.43695
C -0.84535 4.47569 -2.50935
C -1.67754 -0.57235 0.13808
C -2.94263 -0.06021 0.84741
C -4.10598 -0.95143 0.33516
I -4.50407 -2.52197 1.74828
C 0.33171 -2.93057 0.14054
O -0.18475 -3.92668 0.57517
C 0.25797 -2.81495 -1.40879
F -1.07477 -2.75568 -1.69525
F 0.78749 -1.67840 -1.91471
C 0.82619 -4.01274 -2.26387
F -0.01086 -4.18075 -3.31690
F 2.01525 -3.66972 -2.80295
C 0.99115 -5.40734 -1.59832
F 1.62454 -6.18444 -2.52936
F 1.78254 -5.38359 -0.52181
C -0.30093 -6.19253 -1.21943
O -0.23988 -6.97942 -0.32733
O -1.44127 -5.94897 -1.92400
C 2.39636 -2.04733 1.36518
S 3.21089 -2.66265 -0.18237
N 2.75653 -2.78616 2.54133
C 3.95125 -2.33958 3.18659
O 5.06185 -2.13438 2.28308
O 6.24745 -2.69499 2.83211
C 2.66147 -4.25493 2.45162
C 3.98407 -4.96669 2.08469
C 2.21400 -4.79468 3.84313
C 1.54499 -6.18509 3.74267
C 2.02572 -7.15068 4.85102
H 2.05978 -0.44405 4.56416
H 1.93803 0.17328 2.86352
H 0.95245 0.83407 4.13349
H -0.99097 -2.05064 2.24754
H 0.27190 -3.05053 2.83601
H 1.01442 1.23567 -0.88420
H -0.30612 0.51892 -1.78256
H -0.17965 3.19749 -0.40332
H -1.79145 2.43459 -0.67670
H 0.24374 2.63797 -2.89346
H -1.55044 2.52236 -2.98535
H -0.78708 4.93681 -1.52072
H -1.80154 4.78194 -2.92448
H -0.05134 4.93153 -3.09127
H -1.91283 -0.49518 -0.92400
H -1.64890 -1.64081 0.35796
H -3.18923 0.95608 0.55139
H -2.88729 -0.19355 1.92244
H -5.00766 -0.37604 0.16870
H -3.83431 -1.44263 -0.59262
H -1.68700 -6.77309 -2.36437
H 2.81838 -1.04827 1.48063
H 3.11010 -1.53618 -0.90553
H 4.27257 -3.07246 3.92595
H 3.80784 -1.40414 3.73101
H 6.14917 -3.65449 2.70279
H 1.89247 -4.59774 1.76204
H 3.73694 -5.85090 1.49026
H 4.52341 -5.33508 2.95599
H 4.63319 -4.37454 1.44003
H 3.11167 -4.87673 4.46073
H 1.56238 -4.05947 4.31904
H 0.47157 -6.03223 3.85950
H 1.73450 -6.60458 2.75513
H 1.18362 -7.67576 5.30300
H 2.70084 -7.88983 4.41993
H 2.54109 -6.62007 5.65007
O 3.66176 1.32110 1.57574
S 3.83447 2.24612 0.48161
O 2.85075 3.25828 0.19913
C 5.45143 3.00167 0.61923
C 6.37414 2.05862 -0.14769
C 5.61638 1.67056 -1.42565
C 4.18748 1.30825 -1.00893
H 5.70960 3.10852 1.67021
H 5.39616 3.98071 0.14393
H 7.32982 2.53076 -0.37134
H 6.56998 1.16582 0.45056
H 5.59586 2.51818 -2.11377
H 6.09691 0.84108 -1.94240
H 3.45666 1.57017 -1.77083
H 4.10054 0.25626 -0.75234
O 7.46027 -6.17983 2.19133
S 7.45591 -6.35096 3.62240
O 6.21863 -6.38386 4.36276
C 8.44027 -7.78430 4.04054
C 9.85319 -7.23249 4.20484
C 9.70403 -5.92279 4.99101
C 8.55752 -5.13042 4.34980
H 8.34828 -8.52644 3.25103
H 8.05636 -8.18343 4.97893
H 10.49932 -7.94236 4.71892
H 10.28902 -7.02864 3.22444
H 9.45939 -6.14875 6.03072
H 10.62610 -5.34370 4.99054
H 8.00040 -4.54527 5.07739
H 8.90901 -4.48510 3.54650
O -1.15037 7.00144 -4.24318
S -0.34136 6.54247 -5.34168
O 0.93717 5.90946 -5.14304
C -1.35054 5.51870 -6.40749
C -1.99310 6.50195 -7.37946
C -0.87912 7.47664 -7.78613
C -0.15665 7.90598 -6.50361
H -2.06634 4.96891 -5.80009
H -0.68554 4.82737 -6.92434
H -2.41654 5.98907 -8.24185
H -2.79926 7.04490 -6.88105
H -0.17802 6.97024 -8.45260
H -1.27261 8.34011 -8.32092
H 0.90316 8.08644 -6.66492
H -0.61846 8.78315 -6.05467
O -3.51811 6.22140 -1.78128
S -4.17547 7.38381 -1.24908
O -5.61057 7.52259 -1.29406
C -3.59889 7.64651 0.42416
C -2.35874 8.51907 0.25919
C -2.72225 9.57376 -0.79480
C -3.40003 8.84084 -1.95949
H -3.39820 6.68465 0.89054
H -4.38720 8.16930 0.96535
H -2.06472 8.97403 1.20402
H -1.52350 7.91282 -0.09809
H -3.41411 10.29935 -0.36129
H -1.84478 10.12150 -1.13594
H -4.16566 9.44424 -2.44106
H -2.67678 8.49597 -2.69821
O -4.94912 0.31254 -2.20345
S -4.67735 -0.21394 -3.51885
O -3.45231 0.10341 -4.20499
C -4.90339 -1.99005 -3.48308
C -6.38000 -2.18694 -3.80930
C -6.69051 -1.21412 -4.95533
C -6.08208 0.14380 -4.58235
H -4.61671 -2.37311 -2.50609
H -4.26295 -2.41628 -4.25474
H -6.59143 -3.21883 -4.08500
H -6.98961 -1.93977 -2.93722
H -6.23541 -1.58120 -5.87736
H -7.76157 -1.12663 -5.13172
H -5.72994 0.69444 -5.45072
H -6.77750 0.75714 -4.01246
O -6.51673 3.01908 3.84871
S -6.32122 1.81439 3.08225
O -5.03678 1.17189 3.00962
C -7.55458 0.61445 3.57293
C -8.73951 0.89465 2.65445
C -8.14235 1.12336 1.25900
C -6.95315 2.07863 1.41879
H -7.77784 0.74061 4.62964
H -7.13603 -0.37617 3.39202
H -9.45092 0.06986 2.66035
H -9.26324 1.79425 2.98561
H -7.79719 0.17043 0.85123
H -8.87833 1.52907 0.56594
H -6.15765 1.87340 0.70591
H -7.25599 3.12125 1.34366

No. 2
Formula: C48H88Cl5N16
Source: the Open Molecules 2025 dataset
Level of theory: ωB97M-V with the def2-TZVPD basis set

Calculated values
Electronic energy = -137614.367 eV
Lowest unoccupied orbital energy = -6.1 eV
E_HOMO = -0.2513 hartree
ΔE to the lowest compared entry with this formula, charge and spin = 453.8 kcal/mol
Multiplicity = 1
Charge = +3
Frontier orbital gap = 0.78 eV

Element x y z (Å)
C -4.34912 9.61040 -0.87044
C -3.29777 9.95295 0.16647
N -2.77646 11.28233 -0.28568
C -3.29064 12.56155 -0.11750
C -2.53856 13.40989 -0.78814
N -1.41318 12.74276 -1.26583
C -1.58743 11.42552 -0.95889
C -0.27841 13.36233 -1.96986
H -4.76960 8.60692 -0.93632
H -3.88391 9.67574 -1.85401
H -5.22260 10.25903 -0.93678
H -2.49050 9.22977 0.05059
H -3.51315 10.05172 1.23041
H -4.07988 12.82317 0.57174
H -2.57455 14.48855 -0.74815
H -0.78899 10.70842 -1.07995
H 0.05649 12.72951 -2.79174
H 0.59541 13.48193 -1.32935
H -0.50800 14.36211 -2.33841
C 0.48556 -5.14586 1.37509
C 1.15513 -3.96844 0.53990
N 0.83527 -2.78052 1.13590
C 0.94330 -2.55265 2.53933
C 0.73858 -1.18522 2.90733
N 0.69876 -0.46837 1.70399
C 0.77074 -1.45752 0.64878
C 0.60152 0.99824 1.54794
H 0.94099 -5.24907 2.35999
H 0.79827 -5.96893 0.73254
H -0.53195 -5.11860 1.76498
H 0.92641 -4.12452 -0.51434
H 2.23763 -3.96735 0.41227
H 1.19819 -3.24300 3.32980
H 0.91840 -0.66345 3.83568
H 0.83847 -1.06960 -0.35687
H 1.41838 1.28566 0.88597
H 0.82054 1.44057 2.51978
H -0.37497 1.29595 1.16591
C -4.60280 9.40854 8.33429
C -4.17333 10.41476 7.31906
N -2.79385 10.43107 7.04680
C -2.01218 9.28657 6.79672
C -0.76642 9.79250 6.35950
N -0.88402 11.16439 6.22775
C -2.01393 11.53171 6.82731
C 0.14626 12.00605 5.71240
H -4.69281 8.35405 8.07345
H -5.43584 9.87272 8.86219
H -3.87753 9.55022 9.13555
H -4.26017 11.46606 7.59349
H -4.66145 10.31227 6.34987
H -2.38155 8.27323 6.85265
H 0.04729 9.21074 5.95228
H -2.32374 12.56559 6.86619
H 0.14471 11.88241 4.62944
H 1.15300 11.84009 6.09585
H -0.09152 13.03338 5.98838
C -5.59128 0.94082 -4.71528
C -6.21320 1.23229 -6.13428
N -6.00519 2.50266 -6.76504
C -6.56193 3.67930 -6.33706
C -6.17965 4.61778 -7.25287
N -5.42419 4.09008 -8.19081
C -5.33889 2.75189 -7.94922
C -5.00577 4.69829 -9.40780
H -5.68115 -0.12213 -4.49138
H -6.19593 1.48283 -3.98815
H -4.55143 1.24734 -4.60195
H -7.26285 1.12329 -5.86140
H -6.28802 0.41503 -6.85162
H -7.14489 3.62462 -5.42955
H -6.47620 5.64619 -7.39718
H -4.87311 1.96189 -8.51962
H -5.80303 4.72088 -10.15073
H -4.10338 4.19487 -9.75475
H -4.53332 5.66677 -9.24373
C 0.74541 -15.00599 2.08309
C 2.10712 -15.48965 2.71859
N 2.36076 -16.90449 2.37740
C 1.62164 -17.89138 3.05098
C 2.22313 -19.11260 2.62832
N 3.28899 -18.79583 1.70794
C 3.21255 -17.45262 1.47449
C 4.25280 -19.75038 1.14465
H 1.06480 -14.62589 1.11272
H 0.24229 -14.15552 2.54315
H 0.02750 -15.82037 1.98563
H 1.98065 -15.28840 3.78236
H 3.01118 -15.04876 2.29860
H 0.86410 -17.60334 3.76483
H 2.29987 -20.10547 3.04631
H 3.81132 -16.92771 0.74487
H 3.76880 -20.31490 0.34768
H 4.75415 -20.42170 1.84184
H 5.16403 -19.28124 0.77363
C -6.05703 -9.33836 6.65748
C -5.62775 -8.24681 7.65963
N -6.10460 -7.04676 7.00240
C -5.19999 -6.19623 6.36775
C -6.00072 -5.16916 5.81555
N -7.31967 -5.47819 5.94836
C -7.34278 -6.58040 6.82045
C -8.47848 -4.70865 5.69770
H -5.62685 -10.29306 6.96011
H -5.83403 -9.28345 5.59195
H -7.12011 -9.48498 6.84845
H -4.58399 -8.12171 7.94774
H -6.07487 -8.27294 8.65337
H -4.15355 -6.45759 6.31239
H -5.78188 -4.29820 5.21560
H -8.26696 -7.10980 6.99939
H -9.42725 -5.23662 5.79345
H -8.41292 -4.23198 4.71964
H -8.55150 -4.01901 6.53862
C 7.62717 -0.05147 -1.19475
C 9.07888 -0.37090 -1.65784
N 9.19260 -1.46822 -2.59844
C 8.16254 -2.37610 -2.86847
C 8.61441 -3.33742 -3.72020
N 9.99455 -3.05585 -3.90117
C 10.27826 -1.86703 -3.25368
C 10.78886 -3.62710 -4.97984
H 7.27117 -0.95413 -0.69818
H 7.14695 0.19128 -2.14266
H 7.65853 0.79763 -0.51201
H 9.50769 -0.65535 -0.69695
H 9.47189 0.42702 -2.28789
H 7.21282 -2.15818 -2.40271
H 8.14323 -4.19856 -4.17057
H 11.13913 -1.23169 -3.40079
H 10.35765 -4.59406 -5.23898
H 11.80899 -3.82643 -4.65167
H 10.82637 -2.97951 -5.85581
C 1.01611 4.96925 -5.58495
C 1.98441 5.48923 -6.58552
N 3.33925 4.87617 -6.65321
C 4.40703 5.22318 -5.89156
C 5.56369 4.51970 -6.27549
N 5.18210 3.71939 -7.37438
C 3.84079 3.92769 -7.55240
C 6.07482 2.82976 -8.18632
H 1.37911 5.18619 -4.58033
H 0.86481 3.93421 -5.89141
H -0.00263 5.33267 -5.71981
H 2.09604 6.56026 -6.41653
H 1.36962 5.42642 -7.48340
H 4.20499 5.95132 -5.11994
H 6.59098 4.56234 -5.94494
H 3.23732 3.51563 -8.34766
H 6.96529 2.68623 -7.57430
H 6.35148 3.51242 -8.98977
H 5.53456 1.92755 -8.47310
Cl 5.05587 -10.35446 -1.97876
Cl 7.33123 -4.97181 2.93838
Cl -0.16359 -1.92945 -6.45508
Cl 1.52546 -6.62747 8.87797
Cl 5.13836 0.94687 8.25506

No. 3
Formula: C48H92BIN10NbO4S
Source: the Open Molecules 2025 dataset
Level of theory: ωB97M-V with the def2-TZVPD basis set

Calculated values
Electronic energy = -95517.875 eV
Lowest unoccupied orbital energy = 1.8 eV
E_HOMO = -0.1635 hartree
Multiplicity = 1
Charge = -1
Frontier orbital gap = 6.25 eV

Element x y z (Å)
C -4.25474 2.99706 4.15434
O -3.17923 3.75497 4.66005
C -1.98164 3.41211 3.96410
C -0.79118 4.13486 4.55484
C 0.53397 3.45493 4.17211
C 0.99978 2.38256 5.17297
C 0.80160 0.97289 4.57393
C 0.72431 -0.13399 5.60896
C 0.38569 -1.51392 5.02475
C 1.47494 -2.13555 4.12702
C 1.13216 -2.29053 2.61663
C 0.55641 -1.06638 1.91480
Nb -0.23012 -1.34862 -0.18372
I -2.02457 0.81852 0.35563
C 1.12701 -3.05788 -0.65335
C 2.63788 -2.81305 -0.81851
C 3.07187 -1.78686 -1.87713
O 3.74960 -0.64590 -1.32383
C -1.16050 -1.45561 -2.26902
C -2.70171 -1.56744 -2.38217
C -3.32963 -0.68748 -3.49329
C -4.15703 0.50419 -2.98293
S -3.30962 2.11061 -3.23835
C -4.68667 3.05536 -3.76270
N -5.65822 3.45923 -3.01297
N -6.54169 4.12847 -3.85198
C -6.03215 4.08908 -5.02216
O -4.85020 3.41760 -5.04945
B -1.77066 -2.94235 0.73385
N -2.20149 -2.80901 2.15613
O -2.33124 -3.97895 -0.03565
H -4.02686 1.92745 4.15931
H -4.48297 3.27776 3.12330
H -5.12273 3.15350 4.78907
H -1.83721 2.33094 4.04735
H -2.09833 3.65919 2.90707
H -0.78103 5.14727 4.14442
H -0.88041 4.26071 5.63364
H 1.27849 4.23894 4.05558
H 0.40654 3.00995 3.18745
H 2.07066 2.50374 5.32598
H 0.43473 2.47311 6.10002
H 1.63727 0.81144 3.89885
H -0.11160 0.99447 3.98691
H 1.67397 -0.22936 6.13465
H -0.06592 0.14495 6.31178
H 0.26095 -2.18010 5.88196
H -0.58305 -1.49104 4.52548
H 2.43122 -1.62849 4.23809
H 1.61354 -3.15763 4.47994
H 2.07405 -2.55003 2.12944
H 0.48489 -3.16600 2.53738
H 1.34130 -0.30439 1.86613
H -0.24833 -0.61210 2.48435
H 1.02806 -0.09226 -0.73996
H 1.00376 -3.79611 0.14143
H 0.76404 -3.53518 -1.56269
H 3.06745 -3.76875 -1.13407
H 3.12932 -2.56327 0.12051
H 3.82470 -2.23544 -2.52038
H 2.22276 -1.40678 -2.44549
H 3.27319 -0.38062 -0.52695
H -0.72697 -2.29701 -2.81310
H -0.84876 -0.55670 -2.80986
H -2.95918 -2.60490 -2.59071
H -3.20351 -1.30100 -1.45212
H -2.57055 -0.33042 -4.18366
H -4.01978 -1.30808 -4.06740
H -4.40372 0.43255 -1.92843
H -5.09019 0.56047 -3.53578
H -6.38819 4.48623 -5.95145
H -3.18815 -2.57783 2.24664
H -2.02045 -3.68084 2.64794
H -3.29493 -3.98881 0.03764
C -10.22912 4.18807 -7.71307
C -9.71066 3.89160 -9.11552
C -8.19727 3.64966 -9.14955
C -7.45952 4.82272 -8.67835
N -6.88352 5.74649 -8.31266
H -9.78858 5.10131 -7.31146
H -11.31043 4.32258 -7.72529
H -9.99966 3.37082 -7.02709
H -9.95856 4.72061 -9.78078
H -10.20930 3.00488 -9.51055
H -7.86372 3.42411 -10.16264
H -7.93311 2.80224 -8.51459
C 6.48821 0.01564 -3.00533
C 7.81148 -0.05782 -3.75828
C 7.62697 -0.28640 -5.26329
C 6.94138 -1.55090 -5.53478
N 6.40182 -2.54306 -5.74634
H 5.92801 -0.91580 -3.07262
H 6.65943 0.20753 -1.94982
H 5.85669 0.81574 -3.39578
H 8.42720 -0.85919 -3.34512
H 8.36489 0.87343 -3.61994
H 8.59091 -0.31239 -5.77285
H 7.03910 0.52221 -5.70081
C 6.06233 4.20043 1.57770
C 6.05447 2.78144 1.02102
C 4.73646 2.41852 0.32940
C 3.60758 2.49174 1.25164
N 2.72417 2.54355 1.98254
H 5.29579 4.32827 2.34283
H 7.02585 4.43014 2.03405
H 5.88012 4.93276 0.78862
H 6.24461 2.07190 1.82844
H 6.86594 2.66806 0.29839
H 4.76925 1.40506 -0.06816
H 4.54075 3.09408 -0.50505
C 3.70583 -2.19534 -10.45935
C 4.48468 -3.18386 -9.59938
C 5.67638 -2.54244 -8.87981
C 6.63684 -1.98786 -9.83649
N 7.39036 -1.56292 -10.59335
H 4.32795 -1.78749 -11.25748
H 2.84958 -2.68314 -10.92548
H 3.33259 -1.36345 -9.85940
H 4.83900 -4.00786 -10.22188
H 3.82272 -3.61271 -8.84596
H 6.19125 -3.27495 -8.26125
H 5.33933 -1.74057 -8.22363
C -4.58115 7.78536 7.41072
C -4.13183 6.52993 6.67102
C -3.01316 5.77586 7.39556
C -1.82009 6.61086 7.54470
N -0.88681 7.26962 7.67082
H -3.76730 8.50665 7.49849
H -5.39742 8.27327 6.87724
H -4.93265 7.54588 8.41690
H -3.79266 6.79441 5.66899
H -4.97840 5.85264 6.55038
H -2.74699 4.88137 6.82984
H -3.33970 5.46570 8.39019
C 1.42002 -4.87232 9.32493
C 2.57038 -4.08714 9.94388
C 2.59834 -2.62291 9.49219
C 2.75892 -2.51798 8.04170
N 2.87075 -2.45709 6.89998
H 1.50644 -4.91035 8.23855
H 1.41486 -5.89881 9.69201
H 0.45781 -4.42069 9.57317
H 3.51817 -4.56259 9.68502
H 2.48707 -4.11197 11.03224
H 3.42236 -2.08914 9.96643
H 1.67055 -2.12024 9.77074
C -1.23101 -8.87292 -0.93214
C -1.81148 -7.48050 -1.15130
C -1.17454 -6.74749 -2.33537
C 0.26136 -6.55599 -2.13360
N 1.38086 -6.37390 -1.95051
H -0.16718 -8.82435 -0.69618
H -1.73060 -9.37012 -0.10019
H -1.35433 -9.49701 -1.82025
H -1.68082 -6.87892 -0.25091
H -2.88575 -7.55634 -1.33058
H -1.62941 -5.76311 -2.45596
H -1.32130 -7.30679 -3.26153